Run w
The following is a quantum chemistry calculation of a 2-piece molecular cluster, C14H16O overall, from OMol25.

Output
* HOMO: -8.31 eV
* frontier orbital gap: 0.336 Eh

```
! wB97M-V def2-TZVPD RIJCOSX def2/J DEFGRID3
* xyz 0 1
C 0.760 1.640 0.087
C -0.340 1.960 1.062
C -0.330 1.550 2.401
C -1.430 1.690 3.245
C -2.588 2.178 2.694
O -3.826 1.994 3.263
C -2.596 2.712 1.384
C -1.496 2.587 0.580
H 1.805 1.921 0.172
H 0.328 1.901 -0.879
H 0.819 0.545 -0.044
H 0.671 1.334 2.764
H -1.369 1.347 4.276
H -3.720 1.248 3.858
H -3.594 3.133 1.136
H -1.524 3.128 -0.349
C 0.798 -1.969 -3.886
C 1.077 -2.045 -2.402
C 0.078 -1.770 -1.486
C 0.423 -1.644 -0.138
C 1.581 -2.219 0.394
C 2.527 -2.599 -0.590
C 2.329 -2.479 -1.947
H -0.039 -2.593 -4.133
H 1.684 -2.310 -4.423
H 0.638 -0.940 -4.224
H -0.841 -1.387 -1.869
H -0.246 -1.221 0.613
H 1.762 -1.988 1.440
H 3.520 -2.992 -0.345
H 3.140 -2.712 -2.652
*
```

Run x
The following is a quantum chemistry calculation of a 2-piece molecular cluster, C14H16O overall, from OMol25.

Output
* HOMO: -8.38 eV
* frontier orbital gap: 0.337 Eh

```
! wB97M-V def2-TZVPD RIJCOSX def2/J DEFGRID3
* xyz 0 1
C 1.247 0.861 -3.393
C 0.573 1.494 -2.194
C 1.288 1.950 -1.088
C 0.623 2.564 -0.041
C -0.735 2.717 -0.068
O -1.431 3.394 0.906
C -1.511 2.115 -1.054
C -0.809 1.694 -2.182
H 0.661 1.028 -4.292
H 1.539 -0.188 -3.284
H 2.232 1.321 -3.480
H 2.363 1.810 -1.112
H 1.175 2.991 0.792
H -0.859 3.647 1.604
H -2.560 1.922 -0.895
H -1.405 1.474 -3.061
C -0.515 -2.581 3.611
C -0.237 -2.202 2.188
C 0.661 -1.202 1.824
C 0.984 -0.978 0.489
C 0.239 -1.620 -0.484
C -0.770 -2.508 -0.109
C -1.006 -2.857 1.215
H 0.039 -3.426 4.042
H -1.523 -2.977 3.777
H -0.394 -1.743 4.303
H 1.220 -0.780 2.653
H 1.793 -0.291 0.290
H 0.291 -1.192 -1.479
H -1.417 -2.845 -0.913
H -1.755 -3.593 1.435
*
```

Run y
The following is a quantum chemistry calculation of a 2-piece molecular cluster, C14H16O overall, from OMol25.

Output
* HOMO: -8.10 eV
* frontier orbital gap: 0.331 Eh

```
! wB97M-V def2-TZVPD RIJCOSX def2/J DEFGRID3
* xyz 0 1
C 2.104 -0.407 -2.359
C 0.642 -0.277 -2.064
C -0.112 -1.478 -2.176
C -1.416 -1.590 -1.757
C -1.921 -0.445 -1.162
O -3.201 -0.531 -0.604
C -1.224 0.736 -0.926
C 0.061 0.810 -1.439
H 2.479 0.215 -3.186
H 2.388 -1.394 -2.716
H 2.712 -0.023 -1.531
H 0.452 -2.324 -2.556
H -2.027 -2.480 -1.734
H -3.548 0.339 -0.486
H -1.672 1.558 -0.393
H 0.563 1.740 -1.223
C 1.715 -1.739 2.081
C 0.963 -0.452 1.738
C -0.319 -0.145 2.156
C -0.790 1.174 2.212
C 0.037 2.206 1.797
C 1.294 1.969 1.252
C 1.724 0.641 1.271
H 2.391 -1.521 2.910
H 2.380 -1.873 1.234
H 0.995 -2.536 2.234
H -0.888 -0.820 2.788
H -1.639 1.372 2.855
H -0.312 3.235 1.861
H 2.035 2.670 0.894
H 2.686 0.375 0.841
*
```

run x is the most stable structure; the next one sits 21.2 kJ/mol above it.

Run w
The following is a quantum chemistry calculation of one molecule with the formula C5H9NO, from OMol25.

Output
* HOMO: -9.55 eV
* frontier orbital gap: 0.388 Eh

```
! wB97M-V def2-TZVPD RIJCOSX def2/J DEFGRID3
* xyz 0 1
O -2.175 -0.703 1.220
C -1.399 -0.726 0.047
C 0.090 -1.135 0.231
C 0.496 0.283 -0.174
C 1.762 0.747 -0.767
N 1.372 1.163 0.584
C -0.948 0.655 -0.504
H -1.746 -0.105 1.846
H -1.959 -1.344 -0.659
H 0.432 -1.919 -0.452
H 0.335 -1.428 1.260
H 1.761 1.545 -1.507
H 2.568 0.022 -0.880
H 1.894 0.630 1.276
H -1.335 1.517 0.050
H -1.148 0.799 -1.571
*
```

Run x
The following is a quantum chemistry calculation of a 2-piece molecular cluster, C5H9NO overall, from OMol25.

Output
* HOMO: -10.15 eV
* frontier orbital gap: 0.409 Eh

```
! wB97M-V def2-TZVPD RIJCOSX def2/J DEFGRID3
* xyz 0 1
C -1.326 -0.342 -1.231
C -1.232 -0.350 0.093
C 0.028 -0.593 0.892
C 1.177 -1.248 0.134
N 0.438 0.704 1.437
C -0.120 1.773 1.305
O -0.576 2.852 1.242
H -2.258 -0.067 -1.715
H -0.499 -0.623 -1.880
H -2.089 -0.039 0.695
H -0.204 -1.217 1.763
H 1.443 -0.680 -0.762
H 0.889 -2.260 -0.167
H 2.062 -1.315 0.774
H 1.234 1.831 -0.956
H 1.032 1.574 -1.623
*
```

Run y
The following is a quantum chemistry calculation of one molecule with the formula C5H9NO, from OMol25.

Output
* HOMO: -9.66 eV
* frontier orbital gap: 0.390 Eh

```
! wB97M-V def2-TZVPD RIJCOSX def2/J DEFGRID3
* xyz 0 1
C -1.323 -0.159 1.233
C -1.206 0.057 -0.258
N -0.904 1.418 -0.726
C 0.053 0.356 -0.966
C 1.341 0.342 -0.251
C 1.792 -1.098 0.045
O 1.275 -2.196 0.006
H -0.632 0.478 1.794
H -2.337 0.091 1.563
H -1.125 -1.205 1.495
H -1.903 -0.530 -0.850
H -1.391 1.626 -1.590
H 0.168 -0.059 -1.965
H 1.292 0.880 0.718
H 2.140 0.893 -0.787
H 2.762 -0.894 0.539
*
```

Run z
The following is a quantum chemistry calculation of one molecule with the formula C5H9NO, from OMol25.

Output
* HOMO: -8.67 eV
* frontier orbital gap: 0.352 Eh

```
! wB97M-V def2-TZVPD RIJCOSX def2/J DEFGRID3
* xyz 0 1
H 1.886 1.511 1.535
N 1.183 0.798 1.756
C 0.896 -0.007 0.835
C -0.501 -1.082 1.039
C 1.393 -0.075 -0.593
O 0.450 -0.449 -1.557
C -0.884 -0.120 -1.290
C -1.369 1.072 -0.834
H -1.253 -1.666 0.506
H 0.053 -1.910 1.486
H -1.031 -0.537 1.821
H 1.795 0.916 -0.856
H 2.178 -0.839 -0.616
H -1.448 -0.590 -2.092
H -1.037 1.537 0.083
H -2.311 1.442 -1.224
*
```

run x is the most stable structure; the next one sits 10.2 kJ/mol above it.

Run w
The following is a quantum chemistry calculation of one molecule with the formula C4H5ClN2O, from OMol25.

Output
* HOMO: -10.36 eV
* frontier orbital gap: 0.333 Eh

```
! wB97M-V def2-TZVPD RIJCOSX def2/J DEFGRID3
* xyz 0 1
C -0.027 1.437 0.022
C -0.367 0.121 0.759
Cl -2.112 0.045 1.139
C 0.026 -1.093 -0.033
C -0.243 -0.834 -1.642
N -0.482 -0.979 -2.739
N 1.471 -1.443 0.096
O 2.122 -0.676 0.809
H -0.814 1.362 -0.817
H 1.062 1.570 -0.149
H -0.122 2.338 0.559
H 0.047 0.208 1.768
H -0.560 -2.055 0.229
*
```

Run x
The following is a quantum chemistry calculation of one molecule with the formula C4H5ClN2O, from OMol25.

Output
* HOMO: -9.30 eV
* frontier orbital gap: 0.350 Eh

```
! wB97M-V def2-TZVPD RIJCOSX def2/J DEFGRID3
* xyz 0 1
C 0.031 1.003 -0.130
C 1.056 0.009 -0.006
C 2.369 0.180 0.031
Cl 3.008 1.763 0.015
N 3.300 -0.886 0.015
N 2.989 -2.021 -0.118
O 1.707 -2.378 -0.107
C 0.598 -1.422 0.266
H -0.304 1.435 -1.113
H 0.271 2.012 0.280
H -0.918 0.579 0.350
H 0.520 -1.581 1.369
H -0.368 -1.951 -0.236
*
```

Run y
The following is a quantum chemistry calculation of one molecule with the formula C4H5ClN2O, from OMol25.

Output
* HOMO: -7.32 eV
* frontier orbital gap: 0.291 Eh

```
! wB97M-V def2-TZVPD RIJCOSX def2/J DEFGRID3
* xyz 0 1
N 0.719 2.350 0.256
C 0.160 1.108 -0.170
C -1.238 0.999 -0.209
C -1.586 -0.340 0.084
O -2.782 -0.899 0.054
N -0.407 -1.046 0.109
C 0.660 -0.157 -0.053
Cl 2.106 -0.960 -0.017
H 0.536 3.094 -0.329
H 1.689 2.076 0.054
H -1.906 1.925 -0.134
H -3.572 -0.227 -0.055
H -0.466 -2.132 -0.165
*
```

run y is the most stable structure; the next one sits 200.8 kJ/mol above it.

Run w
The following is a quantum chemistry calculation of one molecule with the formula C2H5N3O2S, from OMol25.

Output
* HOMO: -9.78 eV
* frontier orbital gap: 0.376 Eh

```
! wB97M-V def2-TZVPD RIJCOSX def2/J DEFGRID3
* xyz 0 1
H -2.378 -0.323 0.432
N -2.694 0.435 -0.151
C -1.725 1.021 -0.684
N -1.841 2.141 -1.492
O -0.343 0.752 -0.585
C 0.119 -0.265 0.192
O -0.529 -1.043 0.839
N 1.496 -0.240 0.126
S 2.482 -1.403 0.840
H -1.136 2.276 -2.208
H -2.781 2.297 -1.799
H 1.918 0.490 -0.418
H 2.549 -0.858 2.089
*
```

Run x
The following is a quantum chemistry calculation of a 2-piece molecular cluster, C2H5N3O2S overall, from OMol25.

Output
* HOMO: -9.73 eV
* frontier orbital gap: 0.332 Eh

```
! wB97M-V def2-TZVPD RIJCOSX def2/J DEFGRID3
* xyz 0 1
C 0.447 0.899 0.177
C -0.887 -1.248 -0.084
H 1.299 2.527 0.542
H 1.886 1.934 -1.234
H 1.898 -1.639 -0.707
H -1.878 0.350 0.970
H -2.651 -1.271 0.696
N 1.731 1.468 0.199
N 0.058 -0.284 -0.540
N -1.885 -0.612 0.666
O -0.364 1.351 1.105
O -0.789 -2.493 -0.165
S 1.137 -0.983 -1.625
*
```

run w is the most stable structure; the next one sits 316.6 kJ/mol above it.

Run w
The following is a quantum chemistry calculation of one molecule with the formula C2H5N3O2S, from OMol25.

Output
* HOMO: -8.81 eV
* frontier orbital gap: 0.341 Eh

```
! wB97M-V def2-TZVPD RIJCOSX def2/J DEFGRID3
* xyz 0 1
N -0.736 1.814 -0.252
C -0.236 0.551 -0.079
N -0.931 -0.555 -0.007
S -2.613 -0.394 -0.072
C 1.323 0.364 -0.097
O 1.994 1.354 -0.029
N 1.734 -0.935 0.201
O 1.193 -2.082 -0.390
H -0.001 2.463 -0.159
H -1.680 2.084 0.078
H -3.053 -1.491 0.547
H 2.737 -1.103 0.258
H 0.267 -2.071 0.001
*
```

Run x
The following is a quantum chemistry calculation of one molecule with the formula C2H5N3O2S, from OMol25.

Output
* HOMO: -9.26 eV
* frontier orbital gap: 0.352 Eh

```
! wB97M-V def2-TZVPD RIJCOSX def2/J DEFGRID3
* xyz 0 1
N -0.967 -1.961 -0.322
N 0.191 -1.505 0.521
C 0.527 -0.428 -0.086
N -0.103 0.172 -1.153
S -0.050 1.896 -1.567
O 1.649 0.345 0.371
C 1.280 1.082 1.415
O 0.154 1.387 1.753
H -1.886 -1.468 0.082
H -0.957 -3.029 0.042
H -0.538 -0.575 -1.966
H -1.492 2.429 -1.159
H 2.192 1.653 2.068
*
```

run w is the most stable structure; the next one sits 193.3 kJ/mol above it.